# 1
Entry from the Open Molecules 2025 dataset: a cluster of 2 separate species, C6H15NO in total (ωB97M-V/def2-TZVPD).

Cartesian coordinates (Å):
C1 -1.17638 -0.71360 -1.92707
C2 -0.97396 -0.25538 -3.37246
C3 -2.63509 -0.80391 -1.50640
H1 -0.62134 -1.64051 -1.80898
H2 -0.81968 0.08903 -1.27926
H3 -1.57007 0.58538 -3.73043
H4 -3.11854 -1.69045 -1.93886
H5 -1.13271 -1.08270 -4.06677
H6 0.06543 0.02660 -3.56190
H7 -2.76546 -1.00497 -0.43290
H8 -3.26491 0.05165 -1.70655
C4 0.52985 -0.50362 1.35288
C5 -0.51390 -0.23985 2.45459
C6 1.51097 0.63887 1.29566
O1 1.76226 1.34147 2.24313
N1 2.15329 0.83140 0.10446
H9 1.03531 -1.42388 1.63415
H10 -0.06500 -0.54452 0.44351
H11 -1.36695 0.35401 2.08282
H12 2.98361 1.41047 0.25415
H13 2.25433 0.19380 -0.67480
H14 -0.26294 0.33891 3.33843
H15 -1.00949 -1.16703 2.74822

Output
SMILES string	CCC(N)=O.CCC
frontier orbital gap	0.3924	hartree
HOMO energy	-0.3629	Eh
E	-367.6022	Ha
energy above the lowest of the compared OMol25 structures with the same formula, charge and spin	18.29	kcal/mol
net charge	0
max |F|	2.1	eV Å⁻¹

These are the natural (NBO) partial charges, in e, on atoms 1 to 2:
1. C -0.406
2. C -0.606



# 2
Entry from the Open Molecules 2025 dataset: a cluster of 2 separate species, C6H15NO in total (ωB97M-V/def2-TZVPD).

Cartesian coordinates (Å):
C1 -0.10147 1.06341 0.91173
C2 -0.78998 -0.08821 0.18184
C3 0.04978 -0.64901 -0.96219
C4 2.46136 -1.02391 -0.51564
C5 1.21652 -1.46460 -0.44096
C6 0.88179 -2.78037 0.24568
N1 -0.78169 2.38475 0.73306
H1 -0.06933 0.87393 1.97523
H2 0.94125 1.09656 0.62408
H3 -1.19018 -0.85001 0.84892
H4 -1.70498 0.29050 -0.27735
H5 0.45692 0.14575 -1.58886
H6 -0.51867 -1.32009 -1.61060
H7 2.81977 -0.12605 -1.00736
H8 3.29938 -1.61750 -0.16278
H9 -0.13899 -3.05976 0.01588
H10 0.98724 -2.61290 1.31513
H11 1.66456 -3.49339 0.01034
H12 -0.04597 3.07840 0.61698
H13 -1.14037 2.67127 1.63940
H14 -2.07743 2.11772 -0.72579
H15 -3.34475 2.96329 -0.60610
O1 -2.87475 2.40022 -1.22064

Output
SMILES string	C=C(C)CCCN.O
frontier orbital gap	0.3723	hartree
HOMO energy	-0.3427	Eh
E	-367.5683	Ha
energy above the lowest of the compared OMol25 structures with the same formula, charge and spin	39.51	kcal/mol
net charge	0
max |F|	1.4	eV Å⁻¹

These are the natural (NBO) partial charges, in e, on atoms 1 to 2:
1. C -0.232
2. C -0.426